Entry 1:
A cluster of 2 separate species, C21H26NO5 in total at a distorted geometry, computed with ωB97M-V with the def2-TZVPD basis set.

Each line ends with the Löwdin charge.
CARTESIAN COORDINATES (ANGSTROEM)
1 C 0.949 2.400 -1.324  -0.0186
2 C 1.508 1.108 -0.793  -0.2534
3 C 2.282 1.060 0.367  -0.0220
4 C 2.771 -0.152 0.819  -0.0331
5 C 2.500 -1.377 0.201  -0.1350
6 C 3.108 -2.604 0.865  -0.3619
7 C 2.341 -2.999 2.139  -0.0587
8 C 3.381 -3.810 -0.046  -0.0607
9 C 1.684 -1.327 -0.935  -0.1973
10 O 1.304 -2.485 -1.634  -0.0657
11 C 0.356 -3.264 -0.925  -0.1475
12 C -1.136 -2.812 -1.056  -0.2219
13 C -1.472 -1.613 -1.944  -0.1049
14 C -1.867 -0.489 -1.024  -0.0910
15 N -2.254 -1.132 0.291  0.1085
16 C -1.761 -2.575 0.330  -0.0440
17 C 1.239 -0.103 -1.421  0.0015
18 H 0.013 2.679 -0.832  0.0800
19 H 0.735 2.310 -2.389  0.0830
20 H 1.693 3.187 -1.220  0.0857
21 H 2.490 1.981 0.895  0.1205
22 H 3.383 -0.158 1.714  0.1146
23 H 4.082 -2.274 1.233  0.1273
24 H 1.278 -3.154 1.962  0.0545
25 H 2.815 -3.856 2.614  0.0815
26 H 2.404 -2.157 2.830  0.0779
27 H 3.488 -3.549 -1.093  0.0810
28 H 4.253 -4.353 0.318  0.0775
29 H 2.557 -4.524 0.027  0.0668
30 H 0.433 -4.279 -1.312  0.1291
31 H 0.628 -3.318 0.127  0.0808
32 H -1.642 -3.649 -1.534  0.1309
33 H -2.392 -1.858 -2.482  0.1222
34 H -0.753 -1.377 -2.716  0.1120
35 H -2.734 0.128 -1.258  0.1214
36 H -1.118 0.241 -0.734  0.1080
37 H -1.815 -0.667 1.085  0.1809
38 H -3.250 -1.090 0.501  0.1827
39 H -1.076 -2.599 1.173  0.1175
40 H -2.536 -3.318 0.493  0.1284
41 H 0.645 -0.057 -2.321  0.1123
42 C -2.470 4.861 2.166  -0.0397
43 C -2.143 6.080 1.538  -0.4177
44 C -2.079 6.040 -0.022  -0.3894
45 O -1.870 7.067 -0.668  -0.0193
46 C -2.260 4.773 -0.669  -0.0416
47 C -2.571 3.590 -0.027  -0.4414
48 C -2.733 3.644 1.514  -0.4281
49 O -3.075 2.604 2.127  -0.1064
50 O -2.729 2.457 -0.555  -0.1226
51 O -1.910 7.154 2.107  -0.0395
52 H -2.538 4.828 3.250  0.0871
53 H -2.141 4.784 -1.750  0.0877

Atoms 1-2, force components in eV/Å:
0.2 -0.3 -0.2
0.0 -0.1 0.2

M: 372.44 g mol⁻¹
HOMO: -0.0842 Ha
Total charge: -1
Relative energy (zero: lowest compared OMol25 entry of this formula, charge and spin): 0.000 eV
Lowest unoccupied orbital energy: 1.259 eV
Orbital gap: 3.5 eV

=====

Entry 2:
A structure of composition C21H27AsEuN3S5Sb, computed with ωB97M-V with the def2-TZVPD basis set.

Each line ends with the Mulliken spin population.
CARTESIAN COORDINATES (ANGSTROEM)
1 Eu 0.351 0.009 -0.584  6.1246
2 C -2.966 -1.207 0.283  0.0032
3 C -1.995 -1.674 1.318  -0.0024
4 C -2.446 -2.084 2.572  -0.0007
5 C -1.540 -2.539 3.501  0.0004
6 C -0.201 -2.646 3.136  -0.0009
7 C 0.183 -2.248 1.868  -0.0058
8 N -0.700 -1.723 0.995  -0.0022
9 Sb 2.176 -2.749 1.261  -0.0005
10 C 1.745 -3.062 -0.813  -0.0043
11 C 2.429 -4.156 -1.318  0.0003
12 C 2.228 -4.532 -2.642  0.0001
13 C 1.335 -3.808 -3.394  -0.0004
14 C 0.674 -2.715 -2.830  -0.0026
15 C -0.262 -1.901 -3.662  0.0042
16 N 0.885 -2.346 -1.560  -0.0068
17 C 3.013 -0.776 1.258  -0.0023
18 C 4.342 -0.758 1.641  -0.0011
19 C 4.999 0.459 1.769  0.0005
20 C 4.291 1.609 1.521  -0.0014
21 C 2.956 1.536 1.125  -0.0031
22 C 2.237 2.792 0.757  0.0000
23 N 2.326 0.358 1.002  -0.0021
24 H -3.628 -2.030 0.007  0.0000
25 H -2.468 -0.861 -0.627  -0.0008
26 H -3.575 -0.391 0.664  -0.0001
27 H -3.502 -2.032 2.800  0.0000
28 H -1.868 -2.839 4.486  0.0000
29 H 0.523 -3.061 3.825  -0.0001
30 H 3.109 -4.716 -0.690  -0.0001
31 H 2.756 -5.375 -3.066  0.0000
32 H 1.137 -4.059 -4.426  0.0001
33 H -0.495 -2.418 -4.590  0.0001
34 H 0.180 -0.930 -3.900  -0.0012
35 H -1.196 -1.704 -3.132  -0.0009
36 H 4.862 -1.684 1.851  -0.0001
37 H 6.039 0.498 2.063  0.0001
38 H 4.757 2.580 1.608  0.0000
39 H 2.709 3.651 1.230  0.0001
40 H 1.185 2.763 1.043  0.0009
41 H 2.288 2.920 -0.329  -0.0013
42 S -1.302 1.129 -2.438  -0.0346
43 S 0.289 2.468 -2.431  -0.0072
44 S 1.811 1.622 -3.507  -0.0017
45 S 2.640 0.308 -2.132  -0.0354
46 C -1.902 4.381 -0.730  0.0002
47 As -2.626 3.051 0.448  -0.0023
48 C -3.360 4.013 1.934  -0.0005
49 C -4.138 2.279 -0.443  0.0000
50 S -1.216 1.692 1.254  -0.0118
51 H -2.569 5.243 -0.687  0.0001
52 H -1.850 3.990 -1.740  -0.0001
53 H -0.910 4.660 -0.381  0.0000
54 H -4.194 4.628 1.598  0.0000
55 H -2.583 4.641 2.364  -0.0001
56 H -3.695 3.290 2.676  -0.0001
57 H -4.703 3.087 -0.906  0.0000
58 H -4.759 1.787 0.305  0.0000
59 H -3.808 1.581 -1.205  0.0001

Atoms 1-2, force components in eV/Å:
0.1 0.3 -0.7
0.0 0.0 -0.2

M: 830.45 g mol⁻¹
Spin multiplicity: 7
HOMO (alpha / beta): -0.3534 / -0.3544 Ha
Total charge: +1
Relative energy (zero: lowest compared OMol25 entry of this formula, charge and spin): 0.000 eV
Lowest unoccupied orbital energy (alpha / beta): -4.070 / -2.701 eV
⟨S²⟩: 12.03
Orbital gap (alpha / beta): 5.5 / 6.9 eV

=====

Entry 3:
A structure of composition C21H27AsF6N2O10P2SV at a distorted geometry, computed with ωB97M-V with the def2-TZVPD basis set.

Each line ends with the Mulliken spin population.
CARTESIAN COORDINATES (ANGSTROEM)
1 V -0.256 0.544 0.778  2.7564
2 N 3.336 -0.241 3.625  0.0012
3 C 2.518 0.688 2.721  -0.0108
4 C 3.113 2.093 2.815  0.0058
5 P 0.805 0.567 3.502  0.0145
6 O 0.298 2.092 3.507  0.0095
7 O 1.094 0.080 4.887  0.0005
8 O -0.110 -0.264 2.636  0.0157
9 P 2.681 -0.142 1.008  0.0177
10 O 3.388 0.971 0.092  0.0020
11 O 3.622 -1.270 1.269  -0.0008
12 O 1.349 -0.497 0.374  0.0305
13 H 2.732 -0.404 4.461  0.0006
14 H 4.222 0.184 3.878  -0.0007
15 H 3.541 -1.083 3.058  0.0006
16 H 3.130 2.422 3.859  -0.0003
17 H 2.504 2.793 2.254  -0.0020
18 H 4.127 2.106 2.407  0.0001
19 H -0.609 2.143 3.839  0.0004
20 H 2.733 1.654 -0.131  0.0011
21 O -0.647 1.890 -0.858  0.0038
22 C 0.007 2.718 -0.145  0.0424
23 O 0.833 2.254 0.712  0.0117
24 C -0.180 4.184 -0.251  0.0112
25 C 0.577 5.032 0.540  0.0073
26 C 0.402 6.418 0.494  -0.0024
27 C -0.561 6.889 -0.363  0.0039
28 O -0.936 8.179 -0.576  0.0008
29 C -1.980 8.145 -1.558  0.0000
30 O -2.186 6.778 -1.917  -0.0002
31 C -1.314 6.044 -1.158  -0.0004
32 C -1.157 4.691 -1.124  0.0025
33 H 1.307 4.602 1.213  0.0019
34 H 0.991 7.091 1.104  -0.0001
35 H -1.675 8.714 -2.434  0.0000
36 H -2.893 8.558 -1.135  0.0000
37 H -1.762 4.029 -1.729  0.0030
38 S 0.235 -0.805 -2.302  -0.0007
39 C -1.366 -0.689 -2.987  0.0077
40 N -1.860 0.552 -3.014  0.0000
41 C -3.074 0.843 -3.499  0.0009
42 C -3.861 -0.143 -4.017  0.0004
43 C -3.385 -1.454 -3.993  0.0008
44 C -2.138 -1.732 -3.487  0.0029
45 H -1.355 1.263 -2.443  0.0026
46 H -3.378 1.878 -3.435  0.0003
47 H -4.840 0.096 -4.404  0.0000
48 H -4.001 -2.260 -4.374  0.0001
49 H -1.745 -2.737 -3.444  0.0000
50 C -1.484 -4.717 0.242  -0.0010
51 C 0.002 -4.469 -0.048  -0.0002
52 C 0.722 -4.024 1.240  -0.0006
53 C 0.659 -5.726 -0.626  -0.0003
54 C 0.114 -3.352 -0.998  -0.0031
55 C 0.170 -2.362 -1.675  0.0075
56 H -1.581 -5.500 0.997  -0.0001
57 H -2.011 -5.035 -0.662  0.0001
58 H -1.964 -3.812 0.615  0.0010
59 H 0.635 -4.810 1.996  0.0002
60 H 0.274 -3.108 1.631  0.0030
61 H 1.778 -3.824 1.047  -0.0012
62 H 0.619 -6.534 0.111  0.0001
63 H 1.705 -5.536 -0.876  -0.0001
64 H 0.140 -6.059 -1.528  0.0000
65 F -2.982 0.280 -0.515  -0.0055
66 As -2.975 -0.174 1.146  0.0391
67 F -3.903 -1.565 0.778  0.0016
68 F -4.410 0.721 1.364  0.0004
69 F -2.873 -0.578 2.780  0.0004
70 F -2.094 1.385 1.481  0.0017
71 F -1.538 -1.157 0.699  0.0147

Atoms 1-2, force components in eV/Å:
-0.4 -0.7 0.0
-0.2 0.3 -0.2

M: 801.32 g mol⁻¹
Spin multiplicity: 4
HOMO (alpha / beta): -0.2473 / -0.3199 Ha
Relative energy (zero: lowest compared OMol25 entry of this formula, charge and spin): 1.142 eV
Lowest unoccupied orbital energy (alpha / beta): -0.985 / -0.984 eV
⟨S²⟩: 3.75
Orbital gap (alpha / beta): 5.7 / 7.7 eV